The following is a DFT calculation (ωB97M-V with the def2-TZVPD basis set) of a single C5H8N2O molecule in a non-equilibrium geometry.

CARTESIAN COORDINATES (ANGSTROEM)
C (-2.577, -0.998, 0.305)
C (-1.817, 0.013, -0.456)
N (-1.531, 0.476, -1.561)
C (-0.556, 0.791, -0.430)
C (0.790, 0.316, -0.287)
C (1.883, 1.301, 0.234)
N (1.136, -0.878, -0.589)
O (2.525, -1.179, -0.500)
H (-2.239, -1.953, -0.054)
H (-2.358, -0.884, 1.414)
H (-3.620, -0.845, -0.008)
H (-0.800, 1.714, 0.069)
H (2.329, 0.997, 1.105)
H (2.768, 1.361, -0.563)
H (1.470, 2.376, 0.430)
H (2.475, -2.200, -0.593)

Its HOMO-LUMO gap is 9.7 eV. Its SMILES is CC1=N[C@@H]1/C(C)=N/O. Its total energy is -10338.2193 eV.

=====

The following is a DFT calculation (ωB97M-V with the def2-TZVPD basis set) of a gas-phase ion, C4H10NO2S (charge +1) in a non-equilibrium geometry.

CARTESIAN COORDINATES (ANGSTROEM)
C (1.049, -0.565, 0.531)
C (-0.514, 1.205, 0.652)
C (0.258, -1.128, -0.556)
C (-1.317, 0.581, -0.407)
N (0.960, 0.943, 0.391)
O (-0.424, -2.277, -0.410)
O (-1.473, 1.352, -1.574)
S (-2.537, -0.464, 0.298)
H (0.713, -0.775, 1.506)
H (2.088, -0.850, 0.597)
H (-0.658, 2.353, 0.708)
H (-0.899, 1.105, 1.705)
H (0.838, -1.197, -1.376)
H (1.521, 1.549, 1.041)
H (1.245, 1.219, -0.587)
H (-1.305, -2.119, 0.034)
H (-2.246, 1.228, -2.150)
H (-3.398, -0.510, -0.669)

The net charge is +1. Its HOMO-LUMO gap is 8.9 eV. Its total energy is -20720.2520 eV.

=====

The following is a DFT calculation (ωB97M-V with the def2-TZVPD basis set) of a single C2H8Si2 molecule in a non-equilibrium geometry.

CARTESIAN COORDINATES (ANGSTROEM)
C (0.407, 1.676, 0.177)
C (0.253, 0.350, 0.231)
Si (0.825, -0.705, -1.283)
Si (-1.248, -0.535, 1.003)
H (-0.045, 2.318, 1.041)
H (1.141, 2.168, -0.387)
H (1.933, 0.114, -2.078)
H (-0.123, -1.346, -2.185)
H (1.535, -1.683, -0.425)
H (-0.680, -1.889, 0.871)
H (-1.396, -0.118, 2.540)
H (-2.602, -0.349, 0.494)

Its HOMO-LUMO gap is 10.4 eV. Its SMILES is C=C([SiH3])[SiH3]. Its total energy is -17956.1517 eV.

=====

The following is a DFT calculation (ωB97M-V with the def2-TZVPD basis set) of 2 unconnected molecules or ions with the total composition C6H18ClNSi3 in a non-equilibrium geometry.

CARTESIAN COORDINATES (ANGSTROEM)
C (-0.554, 0.692, -1.979)
C (-0.281, -1.602, -1.189)
C (0.285, 2.467, 0.757)
C (-0.783, 0.980, 2.294)
C (0.266, -0.234, -1.040)
C (-0.439, 1.169, 0.846)
N (0.499, 0.128, 0.342)
Si (3.205, -1.631, 0.108)
Si (-3.944, -2.036, -0.386)
Si (1.603, -0.698, 1.356)
Cl (4.747, -0.170, 0.171)
H (-1.625, 0.603, -1.685)
H (-0.234, 1.685, -1.864)
H (-0.328, 0.382, -2.953)
H (-1.029, -1.779, -0.356)
H (0.532, -2.339, -1.077)
H (-0.798, -1.888, -2.139)
H (0.711, 2.580, -0.268)
H (-0.382, 3.323, 0.855)
H (0.988, 2.516, 1.533)
H (-1.438, 0.177, 2.501)
H (-1.520, 1.795, 2.568)
H (0.173, 0.764, 2.828)
H (1.231, -0.138, -1.557)
H (-1.370, 1.130, 0.268)
H (3.447, -1.978, -1.483)
H (3.883, -2.932, 0.661)
H (-2.804, -2.310, 0.533)
H (-4.040, -0.657, 0.358)

Its HOMO-LUMO gap is 6.7 eV. Its total energy is -44155.4484 eV.

=====

The following is a DFT calculation (ωB97M-V with the def2-TZVPD basis set) of 12 unconnected molecules or ions with the total composition C2H26O13 in a non-equilibrium geometry.

CARTESIAN COORDINATES (ANGSTROEM)
O (-24.883, 2.926, -17.084)
H (-24.820, 3.829, -17.454)
H (-23.981, 2.671, -16.670)
H (-25.172, 2.249, -17.726)
C (-20.391, 2.749, -17.425)
C (-21.867, 2.632, -17.084)
O (-22.413, 3.382, -16.227)
O (-22.569, 1.795, -17.727)
H (-20.395, 2.985, -18.478)
H (-19.893, 1.826, -17.131)
H (-19.994, 3.550, -16.812)
O (-22.570, 6.020, -15.496)
H (-22.524, 5.035, -15.658)
H (-22.554, 6.421, -16.374)
O (-21.627, -0.321, -14.981)
H (-22.553, -0.302, -15.250)
H (-21.141, -0.475, -15.800)
O (-19.935, 6.579, -14.802)
H (-19.570, 5.725, -15.056)
H (-20.910, 6.462, -14.871)
O (-22.911, -0.671, -19.234)
H (-22.324, -1.219, -18.704)
H (-22.900, 0.199, -18.797)
O (-16.809, 3.308, -18.982)
H (-16.791, 3.468, -19.933)
H (-17.682, 2.938, -18.820)
O (-17.387, 5.553, -17.006)
H (-16.509, 5.426, -17.380)
H (-17.451, 4.906, -16.278)
O (-19.487, 2.174, -20.681)
H (-19.922, 1.361, -20.395)
H (-20.162, 2.858, -20.582)
O (-20.077, 5.913, -18.446)
H (-20.226, 5.366, -19.227)
H (-19.265, 5.558, -18.041)
O (-18.400, 4.007, -14.825)
H (-18.910, 3.185, -14.840)
H (-17.676, 3.840, -14.207)
O (-22.055, 4.162, -20.102)
H (-22.661, 4.891, -19.927)
H (-22.372, 3.428, -19.548)

Its HOMO-LUMO gap is 8.3 eV. Its total energy is -29112.9703 eV.

=====

The following is a DFT calculation (ωB97M-V with the def2-TZVPD basis set) of a molecular structure, C13H12ClHfNO2 in a non-equilibrium geometry.

CARTESIAN COORDINATES (ANGSTROEM)
Cl (2.987, -0.194, 1.995)
C (0.757, 0.719, -1.965)
C (-0.213, -0.333, -2.226)
C (0.316, -1.574, -1.721)
H (-1.079, -0.200, -2.866)
C (1.613, -1.310, -1.124)
C (1.904, 0.098, -1.304)
H (2.855, 0.556, -1.070)
H (0.718, 1.717, -2.381)
H (0.032, -2.567, -2.087)
C (2.552, -2.307, -0.534)
Hf (0.168, -0.007, 0.111)
C (-1.515, 1.545, -0.211)
C (1.458, 1.271, 1.806)
O (-2.343, 2.338, -0.087)
O (1.280, 2.110, 2.610)
H (1.975, -3.130, -0.085)
H (3.124, -1.799, 0.263)
H (3.263, -2.726, -1.273)
C (-3.028, -2.280, 3.472)
C (-2.537, -3.017, 2.382)
C (-1.675, -2.384, 1.457)
N (-1.277, -1.101, 1.593)
C (-1.790, -0.380, 2.616)
C (-2.656, -0.935, 3.586)
H (-3.678, -2.768, 4.217)
H (-2.787, -4.062, 2.225)
H (-1.283, -2.887, 0.587)
H (-1.491, 0.659, 2.630)
H (-2.998, -0.308, 4.406)

The net charge is +2. Its HOMO-LUMO gap is 6.1 eV. Its total energy is -33072.0077 eV.

=====

The following is a DFT calculation (ωB97M-V with the def2-TZVPD basis set) of a molecular structure, C51H46ClN2OPPdSb2 in a non-equilibrium geometry.

CARTESIAN COORDINATES (ANGSTROEM)
Pd (-0.898, 1.058, 0.180)
O (0.351, 1.890, 2.430)
N (-0.696, 0.924, 2.444)
C (-1.176, 0.679, 3.600)
C (-2.193, -0.308, 3.860)
C (-2.640, -0.492, 5.175)
C (-3.570, -1.470, 5.476)
C (-4.092, -2.268, 4.467)
C (-3.712, -2.058, 3.151)
C (-2.758, -1.098, 2.838)
P (-2.238, -0.889, 1.115)
C (-3.562, -1.604, 0.087)
C (-4.385, -0.648, -0.509)
C (-5.371, -1.026, -1.398)
C (-5.526, -2.368, -1.707)
C (-4.724, -3.323, -1.101)
C (-3.731, -2.952, -0.209)
C (-0.704, -1.898, 1.084)
C (-0.231, -2.682, 2.047)
C (1.184, -3.152, 2.120)
C (2.113, -2.826, 0.931)
C (1.551, -1.957, -0.211)
C (0.130, -1.435, -0.054)
H (0.038, 2.603, 1.833)
H (-0.794, 1.236, 4.457)
H (-2.253, 0.134, 5.966)
H (-3.896, -1.616, 6.495)
H (-4.803, -3.048, 4.697)
H (-4.142, -2.656, 2.360)
H (-4.242, 0.400, -0.267)
H (-6.001, -0.280, -1.857)
H (-6.270, -2.662, -2.429)
H (-4.875, -4.366, -1.335)
H (-3.095, -3.695, 0.251)
H (-0.859, -2.985, 2.874)
H (1.167, -4.232, 2.289)
H (2.471, -3.765, 0.502)
H (2.219, -1.094, -0.232)
H (0.152, -0.304, 0.122)
C (2.425, 1.411, -0.547)
C (1.793, 2.712, -0.992)
C (1.196, 2.585, -2.391)
Sb (-0.535, 1.226, -2.390)
C (-1.145, 1.186, -4.439)
C (-1.699, 0.004, -4.901)
C (-2.097, -0.095, -6.222)
C (-1.947, 0.988, -7.071)
C (-1.376, 2.161, -6.607)
C (-0.979, 2.267, -5.284)
C (0.216, -0.810, -2.334)
C (1.427, -1.324, -2.515)
C (1.707, -2.551, -1.659)
C (0.638, -3.569, -1.873)
C (-0.585, -3.082, -1.738)
C (-0.628, -1.631, -1.392)
Sb (3.136, 1.303, 1.568)
C (2.815, -0.802, 2.114)
C (2.018, -1.065, 3.143)
C (1.811, -2.527, 3.420)
C (3.168, -3.162, 3.553)
C (3.987, -2.888, 2.551)
C (3.368, -2.050, 1.469)
C (5.132, 1.640, 0.767)
C (6.010, 0.623, 0.450)
C (7.093, 0.905, -0.371)
C (7.299, 2.189, -0.844)
C (6.442, 3.213, -0.475)
C (5.356, 2.937, 0.337)
H (3.294, 1.173, -1.162)
H (1.676, 0.635, -0.663)
H (2.525, 3.522, -0.984)
H (0.982, 2.964, -0.295)
H (1.928, 2.239, -3.122)
H (0.815, 3.555, -2.722)
H (-1.805, -0.842, -4.233)
H (-2.525, -1.018, -6.582)
H (-2.279, 0.918, -8.095)
H (-1.243, 2.999, -7.274)
H (-0.537, 3.183, -4.922)
H (2.218, -0.881, -3.099)
H (2.713, -2.937, -1.813)
H (0.880, -4.588, -2.112)
H (-1.499, -3.637, -1.851)
H (-1.660, -1.263, -1.331)
H (1.556, -0.316, 3.766)
H (1.175, -2.704, 4.285)
H (3.398, -3.794, 4.392)
H (5.006, -3.225, 2.473)
H (4.059, -1.866, 0.646)
H (5.864, -0.376, 0.834)
H (7.777, 0.115, -0.640)
H (8.136, 2.399, -1.493)
H (6.615, 4.222, -0.817)
H (4.686, 3.733, 0.637)
Cl (-5.344, 3.911, 1.335)
C (-3.683, 4.219, 1.030)
C (-3.158, 5.506, 1.115)
C (-1.809, 5.675, 0.857)
C (-1.034, 4.572, 0.539)
N (-1.533, 3.336, 0.471)
C (-2.835, 3.166, 0.702)
H (-3.788, 6.342, 1.377)
H (-1.358, 6.652, 0.910)
H (0.022, 4.696, 0.336)
H (-3.223, 2.147, 0.637)

Its spin multiplicity is 3. The net charge is +2. Its HOMO-LUMO gap (alpha / beta) is 7.1 / 4.0 eV. Its total energy is -97006.4455 eV.

=====

The following is a DFT calculation (ωB97M-V with the def2-TZVPD basis set) of a molecular structure, C43H49ClNNdO4 in a non-equilibrium geometry.

CARTESIAN COORDINATES (ANGSTROEM)
Nd (1.964, 1.465, 0.081)
C (-5.279, -1.105, -0.765)
C (-5.027, 0.015, 0.297)
C (-5.524, -0.679, 1.658)
C (-6.041, 1.198, -0.036)
C (-3.662, 0.556, 0.519)
C (-2.520, 0.006, 0.002)
C (-1.219, 0.499, 0.200)
N (-0.039, 0.022, -0.371)
C (0.002, -1.314, -0.746)
C (-0.420, -2.269, 0.198)
C (-0.475, -3.640, -0.193)
C (-0.184, -3.985, -1.522)
C (0.418, -3.044, -2.442)
C (0.654, -1.791, -1.907)
O (1.640, -0.969, -2.479)
C (0.616, -3.409, -3.916)
C (-0.648, -4.212, -4.217)
C (1.800, -4.362, -4.204)
C (0.636, -2.167, -4.801)
C (-0.872, -4.659, 0.872)
C (0.244, -4.631, 1.965)
C (-0.901, -6.076, 0.251)
C (-2.241, -4.316, 1.568)
C (-1.143, 1.703, 1.025)
O (-0.044, 2.345, 0.933)
C (-2.333, 2.149, 1.804)
C (-3.592, 1.610, 1.474)
C (-2.159, 3.233, 2.886)
C (-2.536, 4.626, 2.322)
C (-3.289, 2.896, 3.913)
C (-0.736, 3.354, 3.496)
H (-6.391, -1.278, -0.810)
H (-4.831, -2.039, -0.523)
H (-4.964, -0.638, -1.751)
H (-6.567, -0.945, 1.546)
H (-5.472, -0.029, 2.551)
H (-4.952, -1.596, 1.903)
H (-6.805, 0.903, -0.802)
H (-5.548, 2.116, -0.440)
H (-6.659, 1.503, 0.845)
H (-2.616, -0.885, -0.647)
H (-0.799, -2.005, 1.180)
H (-0.214, -5.044, -1.727)
H (-0.734, -5.141, -3.593)
H (-0.601, -4.542, -5.278)
H (-1.551, -3.640, -4.064)
H (1.693, -5.273, -3.587)
H (2.733, -3.855, -3.910)
H (1.901, -4.643, -5.286)
H (-0.237, -1.484, -4.612)
H (0.584, -2.493, -5.873)
H (1.505, -1.543, -4.638)
H (1.256, -4.788, 1.553)
H (0.168, -5.478, 2.723)
H (0.219, -3.645, 2.516)
H (0.110, -6.219, -0.222)
H (-1.676, -6.169, -0.545)
H (-1.104, -6.800, 1.039)
H (-2.195, -3.402, 2.231)
H (-2.470, -5.119, 2.239)
H (-3.083, -4.179, 0.856)
H (-4.486, 1.984, 2.034)
H (-3.476, 4.547, 1.694)
H (-1.716, 5.052, 1.660)
H (-2.641, 5.410, 3.142)
H (-4.290, 3.015, 3.452)
H (-3.243, 3.621, 4.785)
H (-3.279, 1.868, 4.335)
H (-0.051, 3.896, 2.792)
H (-0.332, 2.405, 3.808)
H (-0.803, 3.974, 4.441)
Cl (5.472, 7.161, 3.037)
C (4.264, 6.044, 2.935)
C (4.154, 5.031, 3.883)
C (3.576, 3.804, 3.604)
C (3.187, 3.430, 2.256)
O (3.004, 2.118, 1.950)
C (3.147, 4.628, 1.306)
C (2.839, 4.512, -0.063)
O (2.611, 3.444, -0.737)
C (3.699, 5.863, 1.695)
H (4.593, 5.288, 4.862)
H (3.432, 3.064, 4.393)
H (2.490, 5.444, -0.518)
H (3.807, 6.755, 1.040)
C (2.668, -0.530, -1.669)
C (3.505, 0.425, -1.844)
C (4.836, 0.778, -2.258)
C (5.969, 0.165, -1.607)
C (7.252, 0.490, -2.001)
C (7.452, 1.421, -3.013)
C (6.383, 2.088, -3.553)
C (5.100, 1.850, -3.077)
H (5.739, -0.602, -0.890)
H (8.048, -0.046, -1.514)
H (8.438, 1.541, -3.389)
H (6.538, 2.821, -4.339)
H (4.324, 2.543, -3.376)

Its spin multiplicity is 4. Its HOMO-LUMO gap (alpha / beta) is 4.0 / 4.1 eV. Its total energy is -82861.1965 eV.

=====

The following is a DFT calculation (ωB97M-V with the def2-TZVPD basis set) of a molecular structure, C38H46Cl2N3O2W in a non-equilibrium geometry.

CARTESIAN COORDINATES (ANGSTROEM)
W (-2.396, -11.864, 18.148)
C (2.132, -11.621, 18.206)
C (0.753, -11.095, 18.569)
O (-0.208, -11.839, 18.431)
N (0.670, -9.856, 19.057)
C (-0.595, -9.212, 19.456)
C (-1.209, -8.755, 18.155)
C (-0.906, -7.495, 17.639)
C (-1.286, -7.214, 16.335)
C (-1.997, -8.167, 15.616)
C (-2.293, -9.364, 16.214)
N (-1.914, -9.683, 17.456)
H (2.309, -12.567, 18.706)
H (2.937, -10.900, 18.332)
H (2.077, -11.880, 17.154)
H (1.537, -9.317, 19.072)
H (-0.337, -8.390, 20.117)
H (-1.206, -9.944, 19.965)
H (-0.377, -6.746, 18.223)
H (-1.059, -6.243, 15.911)
H (-2.329, -7.937, 14.605)
H (-2.790, -10.154, 15.669)
C (-2.246, -15.009, 18.040)
N (-3.258, -13.928, 18.280)
C (-3.921, -14.195, 19.589)
C (-4.272, -13.991, 17.201)
C (-5.065, -12.729, 17.172)
C (-6.387, -12.690, 16.800)
C (-7.022, -11.464, 16.704)
C (-6.342, -10.284, 17.009)
C (-5.016, -10.331, 17.396)
C (-4.357, -11.564, 17.469)
H (-2.768, -15.977, 17.965)
H (-1.546, -15.013, 18.866)
H (-1.733, -14.785, 17.127)
H (-4.549, -15.088, 19.505)
H (-4.524, -13.345, 19.868)
H (-3.117, -14.358, 20.306)
H (-4.926, -14.881, 17.308)
H (-3.770, -14.127, 16.232)
H (-6.935, -13.581, 16.527)
H (-8.078, -11.434, 16.383)
H (-6.869, -9.341, 16.966)
H (-4.496, -9.411, 17.654)
Cl (1.101, -14.740, 17.113)
C (1.755, -16.287, 17.665)
Cl (0.657, -17.176, 18.693)
H (2.674, -16.096, 18.220)
H (1.960, -16.866, 16.782)
C (-5.765, -11.074, 20.820)
C (-4.631, -10.263, 21.466)
C (-4.063, -9.144, 20.592)
C (-3.574, -11.166, 22.115)
C (-3.783, -11.322, 23.481)
C (-2.878, -12.009, 24.262)
C (-1.736, -12.545, 23.653)
C (-1.497, -12.479, 22.311)
C (-0.152, -13.029, 21.909)
C (-0.170, -14.110, 20.821)
C (0.881, -11.942, 21.598)
C (-2.464, -11.784, 21.511)
O (-2.347, -11.666, 20.131)
H (-6.667, -10.491, 20.674)
H (-5.966, -11.904, 21.487)
H (-5.478, -11.499, 19.871)
H (-5.121, -9.773, 22.323)
H (-3.614, -9.512, 19.679)
H (-3.318, -8.571, 21.168)
H (-4.865, -8.445, 20.296)
H (-4.663, -10.883, 23.931)
H (-2.994, -12.132, 25.341)
H (-1.043, -13.088, 24.292)
H (0.243, -13.528, 22.801)
H (-0.418, -13.661, 19.873)
H (-0.867, -14.910, 21.021)
H (0.824, -14.546, 20.681)
H (0.487, -11.200, 20.908)
H (1.815, -12.366, 21.232)
H (1.100, -11.434, 22.536)
C (-1.815, -12.502, 16.230)
C (-1.421, -12.759, 15.078)
C (-0.982, -13.054, 13.751)
C (-1.557, -12.380, 12.683)
C (-1.142, -12.650, 11.390)
C (-0.166, -13.614, 11.146)
C (0.425, -14.282, 12.225)
C (0.021, -13.986, 13.524)
H (-2.324, -11.641, 12.872)
H (-1.591, -12.105, 10.570)
H (0.193, -13.761, 10.115)
H (1.245, -14.953, 12.049)
H (0.462, -14.441, 14.373)

Its spin multiplicity is 3. The net charge is +1. Its HOMO-LUMO gap (alpha / beta) is 6.1 / 7.5 eV. Its total energy is -75582.5430 eV.

=====

The following is a DFT calculation (ωB97M-V with the def2-TZVPD basis set) of 2 unconnected molecules or ions with the total composition C3H6F2 in a non-equilibrium geometry.

CARTESIAN COORDINATES (ANGSTROEM)
C (1.795, 0.397, -0.010)
C (1.744, -0.081, -1.248)
H (2.648, 0.447, 0.698)
H (0.982, 0.846, 0.444)
H (0.714, -0.077, -1.607)
H (2.548, -0.501, -1.738)
F (-2.563, -1.423, 0.554)
C (-2.038, -0.146, 0.781)
F (-1.999, 0.410, -0.470)
H (-1.079, -0.260, 1.226)
H (-2.751, 0.390, 1.370)

Its HOMO-LUMO gap is 11.3 eV. Its SMILES is C=C.FCF. Its total energy is -8641.7489 eV.

=====

Question: What is the formula in the fifth record?
Answer: C2H26O13